C14H36AlN10O7 | ωB97M-V/def2-TZVPD

Each line ends with the Mulliken charge.
Element x y z (Å)
1 Al 3.193 0.356 1.427  -0.08
2 O -2.005 -6.990 7.229  -0.67
3 O 0.507 -2.464 5.230  -0.53
4 O 0.897 4.252 -6.340  -0.68
5 O -3.818 2.469 0.376  -0.68
6 O -0.544 -2.516 3.132  -0.31
7 O 0.648 2.030 -1.110  -0.44
8 O -1.616 -0.261 -6.718  -0.70
9 N 0.571 3.058 -8.235  -0.39
10 N -1.787 3.190 1.058  -0.21
11 N -3.674 3.910 2.114  -0.39
12 N 0.188 2.110 -6.200  -0.17
13 N -3.009 -6.268 5.334  -0.36
14 N -1.442 -4.977 6.369  -0.28
15 N 1.212 4.037 -1.983  -0.38
16 N -1.603 -1.210 -4.665  -0.39
17 N -0.361 2.743 -3.004  -0.47
18 N -3.577 -0.789 -5.723  -0.41
19 C -2.226 -0.724 -5.763  0.72
20 C -0.010 -2.311 1.786  -0.59
21 C 5.469 -0.724 4.841  -0.50
22 C -0.196 -0.768 1.256  -0.29
23 C 0.230 0.320 2.371  -0.40
24 C 4.570 -0.885 3.886  -0.42
25 C -2.142 -6.134 6.367  0.63
26 C 0.573 3.207 -6.889  0.61
27 C 1.452 1.298 1.947  -0.26
28 C 0.509 2.881 -1.975  0.43
29 C 3.683 -1.269 2.577  0.54
30 C -3.136 3.145 1.133  0.67
31 C 0.475 -2.959 4.045  0.24
32 C 3.319 -0.203 -0.542  -0.68
33 H -4.078 -0.437 -6.523  0.22
34 H 6.430 -0.737 5.486  0.31
35 H -3.132 4.472 2.746  0.16
36 H -0.694 1.013 2.551  0.18
37 H 1.081 -2.644 1.646  0.34
38 H 0.263 -0.600 0.215  0.17
39 H 0.852 3.854 -8.785  0.22
40 H -4.678 3.904 2.203  0.22
41 H -3.550 -7.117 5.297  0.21
42 H 3.014 0.623 -1.293  0.08
43 H 1.694 1.945 2.891  0.33
44 H -1.540 -4.261 5.670  0.14
45 H -3.136 -5.577 4.617  0.17
46 H 4.372 1.439 1.655  -0.43
47 H -2.085 -1.593 -3.871  0.17
48 H 4.239 -2.017 1.900  0.25
49 H 2.705 -1.771 2.914  -0.37
50 H -0.595 -1.179 -4.656  0.21
51 H 4.417 -0.521 -0.772  0.28
52 H -1.347 2.634 0.339  0.02
53 H -0.688 -2.945 1.077  0.29
54 H 1.871 4.178 -1.233  0.25
55 H -0.905 1.894 -3.035  0.14
56 H 0.176 2.181 -5.194  0.17
57 H -1.350 -0.653 1.114  0.31
58 H 1.305 -3.723 3.752  0.34
59 H -1.211 3.739 1.671  0.19
60 H 1.112 4.748 -2.685  0.16
61 H 0.308 2.209 -8.704  0.17
62 H 0.458 -0.161 3.390  0.24
63 H -0.786 -4.838 7.121  0.16
64 H -4.096 -1.165 -4.949  0.17
65 H 2.675 -1.171 -0.667  0.11
66 H -0.490 3.432 -3.725  0.20
67 H 1.120 2.048 1.137  -0.14
68 H -0.083 1.242 -6.632  0.17

Forces on the atoms, in the same order (eV/Å):
Al 0.3 0.8 -0.5
O -0.1 -0.1 -0.1
O -0.5 -2.8 -5.6
O -0.1 0.2 0.0
O -0.2 0.0 0.0
O 3.3 -1.0 1.0
O -0.3 0.1 -0.2
O 0.1 0.1 -0.1
N 0.1 0.3 -1.0
N 0.4 -0.1 -0.4
N -0.8 0.5 0.6
N -0.1 -0.3 0.5
N -0.8 -0.4 -0.6
N 0.4 0.4 0.2
N 0.5 0.6 0.3
N 0.7 -0.1 0.4
N -0.7 -0.5 -0.8
N -0.8 0.1 -0.4
C 0.2 0.0 0.0
C -0.6 0.3 -2.8
C -3.6 -1.2 -5.0
C -1.3 -0.3 1.2
C -0.3 1.4 -0.2
C 4.3 -0.5 3.2
C 0.3 -0.1 0.5
C 0.0 0.0 0.5
C -0.8 0.2 1.0
C 0.3 -0.2 0.5
C 0.5 -0.3 2.0
C 0.3 -0.3 -0.4
C -0.4 2.9 4.1
C 0.3 -0.9 -0.7
H 0.1 -0.1 0.2
H -2.5 0.2 -1.4
H 0.0 -0.1 -0.1
H 1.3 -1.4 -0.2
H -1.6 0.4 0.6
H -0.3 -0.4 1.7
H -0.1 -0.2 0.1
H 0.3 0.0 0.0
H 0.1 0.2 0.0
H 0.3 -1.5 1.1
H -0.4 -1.0 -1.5
H 0.1 0.0 0.1
H 0.1 0.0 0.1
H 0.2 0.2 0.1
H 0.1 0.1 -0.1
H -0.5 1.0 1.4
H 1.5 0.6 -0.1
H -0.2 -0.1 0.1
H -1.8 0.5 0.3
H 0.2 0.0 0.2
H 1.4 0.8 1.2
H -0.1 -0.1 -0.2
H 0.0 0.2 0.1
H 0.2 -0.1 -0.2
H 1.9 -0.2 0.1
H -1.7 1.3 -0.2
H 0.0 -0.2 0.0
H 0.0 -0.1 0.0
H 0.0 0.1 0.1
H -0.3 0.5 -1.6
H -0.1 0.0 -0.2
H 0.1 0.1 -0.1
H 0.9 1.6 -0.3
H 0.0 0.1 0.1
H 0.4 -1.3 1.1
H -0.2 0.0 0.1

Values from the calculation:
orbital gap	6.593	eV
LUMO energy	1.8	eV
net charge	-1
E	-50933.9502	eV

C3H9N2O2 | ωB97M-V/def2-TZVPD

Each line ends with the Mulliken charge.
Element x y z (Å)
1 O -2.137 -0.811 0.945  -0.68
2 O -0.392 2.399 1.141  -0.62
3 N 0.487 -0.689 0.327  0.05
4 N 0.935 0.036 -1.668  -0.11
5 C 1.609 -1.382 -0.093  -0.17
6 C 1.847 -0.999 -1.396  -0.30
7 C 0.037 0.206 -0.645  0.02
8 H 2.494 -1.637 -2.138  0.31
9 H -2.610 0.168 1.137  0.34
10 H -0.922 0.910 -0.390  0.25
11 H -0.098 -0.855 1.083  0.22
12 H -0.734 2.379 2.000  0.30
13 H -0.560 3.241 0.642  0.33
14 H -2.908 -1.340 1.209  0.32
15 H 2.013 -2.207 0.467  0.40
16 H 0.937 0.581 -2.620  0.32

Forces on the atoms, in the same order (eV/Å):
O -2.8 4.2 1.1
O 0.7 0.4 -3.2
N 0.6 2.2 -3.7
N -0.9 1.0 -1.9
C -1.3 0.3 -1.4
C 0.6 -1.2 0.3
C 0.7 -1.2 1.6
H -1.3 2.2 1.4
H 2.1 -3.7 -0.8
H 3.1 -1.8 -1.3
H -1.0 -0.5 1.9
H -0.9 0.8 1.9
H 0.0 -1.0 1.5
H 0.4 -0.4 -0.1
H 0.1 0.1 0.1
H -0.2 -1.5 2.7

Values from the calculation:
energy above the lowest of the compared OMol25 structures with the same formula, charge and spin	2.137	eV
orbital gap	10.837	eV
LUMO energy	-3.0	eV
net charge	+1
E	-10324.7152	eV

CH2ClN2O3 | ωB97M-V/def2-TZVPD

Each line ends with the Mulliken charge.
Element x y z (Å)
1 Cl 1.773 2.160 -0.608  -0.46
2 O 1.061 0.879 0.757  -0.36
3 O 1.316 -1.970 0.226  -0.62
4 O -0.415 -1.528 -1.200  -0.66
5 N -1.325 0.410 0.514  -0.53
6 N 0.250 0.026 0.365  0.55
7 C 0.393 -1.361 -0.296  0.57
8 H -1.561 -0.010 -0.292  0.27
9 H -1.493 1.395 0.534  0.24

Forces on the atoms, in the same order (eV/Å):
Cl 0.5 1.3 -1.3
O -1.6 -3.2 0.4
O -0.4 0.0 -0.3
O -0.2 0.1 0.4
N 4.2 -0.5 3.1
N -2.9 4.0 2.2
C 1.5 -0.8 -0.4
H -1.8 -1.5 -3.7
H 0.6 0.8 -0.3

Values from the calculation:
energy above the lowest of the compared OMol25 structures with the same formula, charge and spin	5.198	eV
orbital gap (alpha / beta)	8.147 / 8.027	eV
LUMO energy (alpha / beta)	3.3 / 3.2	eV
net charge	-1
SMILES	NN(OCl)C(=O)[O-]
E	-22712.5109	eV

C4H4HgO5 | ωB97M-V/def2-TZVPD

Each line ends with the Löwdin spin population.
Element x y z (Å)
1 Hg 1.739 0.334 0.655  0.32
2 O -1.612 0.498 1.125  0.00
3 O 0.162 -0.759 0.341  0.05
4 O 3.654 -1.782 -0.802  0.19
5 O -1.249 0.404 -1.072  0.01
6 O 0.273 1.473 0.261  0.05
7 C -2.425 -0.348 -0.887  0.00
8 C -0.532 0.411 0.176  0.01
9 C -2.669 -0.293 0.639  0.00
10 C 2.996 -0.821 -0.540  0.37
11 H -3.236 0.115 -1.465  0.00
12 H -2.295 -1.386 -1.235  0.00
13 H -2.646 -1.302 1.084  0.00
14 H -3.621 0.187 0.902  0.00

Forces on the atoms, in the same order (eV/Å):
Hg 9.4 -0.2 2.2
O -0.3 0.2 0.3
O -4.8 -2.1 -0.7
O -1.8 2.7 1.3
O -0.2 0.1 -0.3
O -3.8 3.2 -0.6
C 0.1 0.0 0.0
C -2.0 -1.1 -0.4
C 0.1 -0.1 0.1
C 2.9 -3.0 -1.8
H 0.1 0.0 0.1
H 0.0 0.2 0.1
H 0.0 0.2 -0.1
H 0.2 -0.1 0.0

Values from the calculation:
energy above the lowest of the compared OMol25 structures with the same formula, charge and spin	3.736	eV
orbital gap (alpha / beta)	6.376 / 7.484	eV
LUMO energy (alpha / beta)	3.8 / 3.3	eV
net charge	-1
multiplicity	2
E	-18621.9322	eV

H10O5 | ωB97M-V/def2-TZVPD

Each line ends with the Mulliken charge.
Element x y z (Å)
1 O 0.617 -0.245 -0.725  -0.67
2 O 0.057 -2.484 0.646  -0.63
3 O -1.409 1.708 -0.542  -0.72
4 O -2.889 -0.499 -0.059  -0.64
5 O 3.817 0.432 0.225  -0.67
6 H -2.190 1.781 -0.005  0.28
7 H 0.039 -1.979 1.452  0.26
8 H 0.288 -1.866 -0.036  0.42
9 H -1.107 2.597 -0.572  0.28
10 H 1.481 0.083 -0.606  0.35
11 H 3.447 0.501 1.108  0.33
12 H 3.991 -0.470 -0.017  0.33
13 H -0.084 0.375 -0.470  0.33
14 H -2.293 0.157 -0.391  0.44
15 H -3.767 -0.091 -0.009  0.30

Forces on the atoms, in the same order (eV/Å):
O -1.7 -1.0 -0.6
O -0.2 -1.5 0.5
O 0.0 -0.4 -0.1
O -1.0 -0.5 0.6
O -0.2 1.1 -0.4
H -0.6 0.1 0.6
H -0.1 0.3 0.3
H 0.2 0.8 -0.6
H 0.8 1.2 -0.3
H 1.4 1.1 0.4
H 0.1 -0.5 0.0
H 0.0 -0.6 0.3
H 0.7 0.2 -0.1
H 0.3 0.0 -0.6
H 0.4 -0.2 -0.1

Values from the calculation:
energy above the lowest of the compared OMol25 structures with the same formula, charge and spin	1.403	eV
orbital gap	10.391	eV
LUMO energy	0.1	eV
SMILES	O.O.O.O.O
E	-10399.4462	eV